The following is a DFT calculation (ωB97M-V/def2-TZVPD) of a cluster of 7 separate species, C17H22BCl18NO4 in total at a distorted geometry.

SMILES = CCCOCC1=C(B(N)O)C(=O)C=C(C)C1=O.ClC(Cl)Cl.ClC(Cl)Cl.ClC(Cl)Cl.ClC(Cl)Cl.ClC(Cl)Cl.ClC(Cl)Cl
LUMO energy = -0.43 eV
HOMO level = -9.37 eV
Multiplicity = 1
Frontier orbital gap = 8.935 eV

Cartesian coordinates (Å):
C (3.775, -1.315, 0.708)
C (3.554, 0.190, 0.370)
C (2.851, 0.328, -1.026)
O (1.423, 0.438, -0.861)
C (0.838, -0.788, -1.379)
C (-0.647, -0.725, -1.091)
C (-1.401, -1.694, -0.586)
B (-0.791, -3.121, -0.215)
N (-0.318, -3.320, 1.199)
O (-0.697, -4.174, -1.077)
C (-2.886, -1.397, -0.344)
O (-3.725, -2.220, -0.490)
C (-3.189, 0.034, 0.122)
C (-2.439, 1.005, -0.394)
C (-2.660, 2.460, 0.042)
C (-1.377, 0.593, -1.428)
O (-1.165, 1.204, -2.421)
H (2.786, -1.800, 0.825)
H (4.366, -1.797, -0.093)
H (4.263, -1.415, 1.696)
H (4.489, 0.775, 0.388)
H (2.828, 0.610, 1.092)
H (3.243, 1.235, -1.520)
H (3.131, -0.514, -1.688)
H (1.073, -0.781, -2.463)
H (1.374, -1.618, -0.885)
H (-1.140, -3.065, 1.761)
H (0.327, -2.547, 1.394)
H (-0.102, -4.811, -0.638)
H (-3.989, 0.262, 0.892)
H (-3.318, 3.030, -0.643)
H (-1.666, 2.929, 0.171)
H (-3.092, 2.420, 1.060)
Cl (-6.689, 6.224, 0.099)
C (-5.840, 5.616, -1.324)
Cl (-4.097, 5.576, -1.040)
Cl (-6.433, 4.012, -1.764)
H (-6.034, 6.290, -2.150)
Cl (3.049, 4.008, -1.292)
C (4.633, 4.620, -1.761)
Cl (4.986, 6.174, -0.983)
Cl (5.890, 3.438, -1.375)
H (4.631, 4.774, -2.834)
Cl (-0.072, 8.696, -0.199)
C (0.541, 7.080, 0.169)
Cl (-0.423, 5.846, -0.653)
Cl (2.241, 6.941, -0.281)
H (0.457, 6.920, 1.237)
Cl (0.917, -6.807, 0.833)
C (-0.518, -6.800, 1.868)
Cl (-1.423, -8.304, 1.684)
Cl (-0.066, -6.546, 3.553)
H (-1.153, -5.978, 1.558)
Cl (-6.828, -0.413, 3.925)
C (-5.795, -1.673, 3.246)
Cl (-4.597, -0.969, 2.143)
Cl (-5.000, -2.589, 4.531)
H (-6.418, -2.354, 2.678)
Cl (4.066, -5.325, -0.423)
C (5.664, -4.829, -0.986)
Cl (6.096, -3.279, -0.260)
Cl (6.873, -6.059, -0.614)
H (5.624, -4.705, -2.062)



The following is a DFT calculation (ωB97M-V/def2-TZVPD) of a structure of composition C17H22BeN2O2.

Total charge = -2
LUMO energy (spin up / spin down) = 5.20 / 5.20 eV
HOMO level (spin up / spin down) = 1.48 / 1.48 eV
Multiplicity = 1
Energy relative to the best compared isomer or geometry (same formula, charge and spin) = 0.000 eV
Frontier orbital gap (spin up / spin down) = 3.722 / 3.721 eV

Cartesian coordinates (Å):
Be (-0.722, 0.690, 1.087)
C (-2.335, -2.582, 1.398)
C (-1.370, -1.569, 0.837)
O (-1.898, -0.291, 0.789)
C (0.129, -1.622, 1.155)
C (0.629, -0.253, 1.590)
C (0.911, -0.341, 3.090)
N (1.879, 0.224, 0.948)
N (1.930, 1.476, 0.619)
C (0.928, 2.366, 0.565)
O (-0.421, 2.100, 0.668)
C (1.278, 3.707, 0.240)
C (2.620, 4.150, 0.048)
C (2.912, 5.457, -0.270)
C (1.910, 6.429, -0.407)
C (0.593, 6.018, -0.212)
C (0.274, 4.707, 0.099)
H (-3.204, -2.700, 0.742)
H (-2.695, -2.242, 2.374)
H (-1.857, -3.557, 1.523)
H (0.484, -2.488, 1.730)
H (0.025, -0.664, 3.654)
H (1.221, 0.632, 3.481)
H (1.728, -1.057, 3.299)
H (3.408, 3.417, 0.157)
H (3.954, 5.739, -0.412)
H (2.152, 7.458, -0.650)
H (-0.214, 6.742, -0.309)
H (-0.755, 4.406, 0.237)
C (-0.600, -2.461, -2.642)
C (-0.070, -1.446, -1.614)
C (1.442, -1.319, -1.808)
C (-0.735, -0.101, -1.920)
C (-0.392, -2.023, -0.230)
H (-0.366, -2.134, -3.660)
H (-1.685, -2.572, -2.557)
H (-0.144, -3.444, -2.486)
H (1.658, -0.912, -2.803)
H (1.921, -2.303, -1.730)
H (1.889, -0.683, -1.040)
H (-0.570, 0.139, -2.978)
H (-0.320, 0.713, -1.326)
H (-1.805, -0.135, -1.719)
H (-0.412, -3.113, -0.294)



The following is a DFT calculation (ωB97M-V/def2-TZVPD) of a structure of composition C17H22ClFNiO3 at a distorted geometry.

Total charge = +2
LUMO energy (spin up / spin down) = -9.08 / -11.20 eV
HOMO level (spin up / spin down) = -14.85 / -14.84 eV
Multiplicity = 3
Frontier orbital gap (spin up / spin down) = 5.768 / 3.642 eV

Cartesian coordinates (Å):
C (-2.677, 1.553, -1.808)
C (-2.217, 2.005, -0.281)
C (-2.875, 3.447, 0.251)
C (-2.570, 4.038, 1.770)
C (-1.565, 3.117, 2.711)
C (-0.906, 1.679, 2.178)
C (-1.209, 1.078, 0.679)
C (-0.656, -0.339, 0.067)
C (0.974, -0.511, 0.071)
Cl (1.889, -0.336, 1.710)
C (1.843, 0.524, -0.914)
C (1.207, 0.934, -2.369)
C (1.275, 2.577, -2.674)
F (1.046, 3.381, -1.450)
O (3.078, -0.230, -1.314)
C (2.559, -1.612, -1.582)
O (3.068, -2.464, -2.475)
C (1.260, -1.982, -0.596)
C (1.891, -3.195, 0.308)
C (0.823, -3.961, 1.290)
C (1.209, -3.635, 2.867)
O (-0.594, -3.747, 0.959)
H (-1.858, 1.928, -2.555)
H (-3.732, 2.055, -2.037)
H (-2.836, 0.386, -1.802)
H (-3.592, 4.114, -0.422)
H (-3.072, 5.050, 2.115)
H (-1.340, 3.521, 3.789)
H (-0.238, 1.091, 2.937)
H (-1.125, -1.201, 0.734)
H (-1.019, -0.560, -1.043)
H (2.309, 1.418, -0.312)
H (0.072, 0.645, -2.506)
H (1.770, 0.441, -3.299)
H (0.492, 2.870, -3.498)
H (2.374, 2.748, -3.108)
H (0.374, -2.381, -1.284)
H (2.276, -4.018, -0.466)
H (2.847, -2.895, 0.935)
H (1.019, -5.131, 1.157)
H (0.622, -2.731, 3.325)
H (0.927, -4.622, 3.471)
H (2.391, -3.532, 3.003)
H (-1.056, -3.417, 1.807)
Ni (-4.461, 1.898, -0.339)



The following is a DFT calculation (ωB97M-V/def2-TZVPD) of a structure of composition C17H22ClN2O6PdS2 at a distorted geometry.

Total charge = +1
LUMO energy (spin up / spin down) = -2.79 / -5.91 eV
HOMO level (spin up / spin down) = -12.15 / -12.15 eV
Multiplicity = 3
Energy relative to the best compared isomer or geometry (same formula, charge and spin) = 2.000 eV
Frontier orbital gap (spin up / spin down) = 9.361 / 6.232 eV

Cartesian coordinates (Å):
Pd (0.449, -0.036, -0.440)
O (-2.169, -4.789, 1.879)
C (-1.815, -3.979, 2.838)
O (-2.140, -4.133, 3.987)
C (-0.972, -2.791, 2.477)
C (-0.556, -1.811, 3.389)
Cl (-0.931, -1.717, 5.029)
N (0.169, -0.889, 2.702)
N (0.240, -1.258, 1.419)
C (-0.455, -2.370, 1.236)
C (-0.631, -2.874, -0.185)
O (-1.161, -3.957, -0.390)
O (-0.216, -2.093, -1.095)
C (0.822, 0.303, 3.095)
C (1.041, 1.287, 2.125)
C (1.712, 2.451, 2.451)
C (2.147, 2.659, 3.752)
C (1.924, 1.690, 4.715)
C (1.276, 0.509, 4.393)
H (-1.825, -4.575, 0.959)
H (0.669, 1.156, 1.077)
H (1.900, 3.194, 1.692)
H (2.653, 3.575, 4.011)
H (2.269, 1.836, 5.727)
H (1.132, -0.241, 5.150)
C (4.193, -1.502, -2.396)
S (2.510, -1.456, -1.668)
C (1.606, -0.882, -3.161)
O (2.553, -0.192, -0.835)
H (4.565, -0.489, -2.480)
H (4.178, -1.995, -3.360)
H (4.824, -2.069, -1.717)
H (2.022, -1.311, -4.064)
H (1.677, 0.205, -3.195)
H (0.573, -1.215, -3.057)
C (-3.373, 1.091, -3.957)
C (-3.271, 1.125, -2.447)
S (-1.577, 0.632, -1.935)
O (-1.668, 0.436, -0.451)
C (-0.759, 2.298, -2.076)
C (-1.236, 3.239, -0.985)
H (-4.389, 1.333, -4.258)
H (-3.129, 0.103, -4.339)
H (-2.704, 1.813, -4.420)
H (-3.925, 0.385, -1.991)
H (-3.496, 2.103, -2.032)
H (-0.961, 2.679, -3.074)
H (0.323, 2.099, -1.978)
H (-2.211, 3.654, -1.221)
H (-0.543, 4.067, -0.859)
H (-1.313, 2.704, -0.034)



The following is a DFT calculation (ωB97M-V/def2-TZVPD) of an isolated molecule of C17H22ClN7O2.

SMILES = CCOC(=O)N1CCN(Cc2nc(N)nc(Nc3ccc(Cl)cc3)n2)CC1
LUMO energy = 0.65 eV
HOMO level = -8.13 eV
Multiplicity = 1
Energy relative to the best compared isomer or geometry (same formula, charge and spin) = 0.003 eV
Frontier orbital gap = 8.787 eV

Cartesian coordinates (Å):
C (0.613, -7.362, 2.734)
C (0.493, -6.001, 3.405)
O (0.445, -4.944, 2.450)
C (-0.769, -4.719, 1.886)
O (-1.775, -5.316, 2.194)
N (-0.717, -3.769, 0.928)
C (0.441, -2.953, 0.635)
C (0.158, -1.488, 1.013)
N (-1.058, -0.968, 0.418)
C (-0.932, -0.623, -0.990)
C (-0.107, 0.626, -1.132)
N (1.212, 0.501, -1.105)
C (1.894, 1.646, -1.214)
N (3.232, 1.574, -1.178)
N (1.345, 2.854, -1.349)
C (0.017, 2.862, -1.371)
N (-0.684, 4.012, -1.506)
C (-0.264, 5.326, -1.643)
C (1.080, 5.695, -1.668)
C (1.434, 7.023, -1.809)
C (0.452, 7.993, -1.925)
Cl (0.899, 9.655, -2.102)
C (-0.889, 7.643, -1.901)
C (-1.241, 6.316, -1.760)
N (-0.753, 1.767, -1.270)
C (-2.180, -1.835, 0.723)
C (-1.941, -3.296, 0.316)
H (1.483, -7.386, 2.082)
H (-0.278, -7.559, 2.143)
H (0.713, -8.135, 3.491)
H (-0.411, -5.965, 4.021)
H (1.371, -5.784, 4.018)
H (1.297, -3.329, 1.191)
H (0.655, -3.027, -0.438)
H (0.994, -0.863, 0.697)
H (0.047, -1.416, 2.099)
H (-0.467, -1.415, -1.596)
H (-1.929, -0.405, -1.377)
H (3.776, 2.411, -1.286)
H (3.671, 0.675, -1.109)
H (-1.684, 3.856, -1.498)
H (1.831, 4.930, -1.576)
H (2.475, 7.307, -1.829)
H (-1.649, 8.403, -1.992)
H (-2.286, 6.040, -1.741)
H (-3.075, -1.450, 0.232)
H (-2.335, -1.795, 1.805)
H (-2.757, -3.934, 0.656)
H (-1.847, -3.378, -0.773)



What did the fourth record say?
The following is a DFT calculation (ωB97M-V/def2-TZVPD) of a structure of composition C17H22ClN2O6PdS2 at a distorted geometry.

Total charge = +1
LUMO energy (spin up / spin down) = -2.79 / -5.91 eV
HOMO level (spin up / spin down) = -12.15 / -12.15 eV
Multiplicity = 3
Energy relative to the best compared isomer or geometry (same formula, charge and spin) = 2.000 eV
Frontier orbital gap (spin up / spin down) = 9.361 / 6.232 eV

Cartesian coordinates (Å):
Pd (0.449, -0.036, -0.440)
O (-2.169, -4.789, 1.879)
C (-1.815, -3.979, 2.838)
O (-2.140, -4.133, 3.987)
C (-0.972, -2.791, 2.477)
C (-0.556, -1.811, 3.389)
Cl (-0.931, -1.717, 5.029)
N (0.169, -0.889, 2.702)
N (0.240, -1.258, 1.419)
C (-0.455, -2.370, 1.236)
C (-0.631, -2.874, -0.185)
O (-1.161, -3.957, -0.390)
O (-0.216, -2.093, -1.095)
C (0.822, 0.303, 3.095)
C (1.041, 1.287, 2.125)
C (1.712, 2.451, 2.451)
C (2.147, 2.659, 3.752)
C (1.924, 1.690, 4.715)
C (1.276, 0.509, 4.393)
H (-1.825, -4.575, 0.959)
H (0.669, 1.156, 1.077)
H (1.900, 3.194, 1.692)
H (2.653, 3.575, 4.011)
H (2.269, 1.836, 5.727)
H (1.132, -0.241, 5.150)
C (4.193, -1.502, -2.396)
S (2.510, -1.456, -1.668)
C (1.606, -0.882, -3.161)
O (2.553, -0.192, -0.835)
H (4.565, -0.489, -2.480)
H (4.178, -1.995, -3.360)
H (4.824, -2.069, -1.717)
H (2.022, -1.311, -4.064)
H (1.677, 0.205, -3.195)
H (0.573, -1.215, -3.057)
C (-3.373, 1.091, -3.957)
C (-3.271, 1.125, -2.447)
S (-1.577, 0.632, -1.935)
O (-1.668, 0.436, -0.451)
C (-0.759, 2.298, -2.076)
C (-1.236, 3.239, -0.985)
H (-4.389, 1.333, -4.258)
H (-3.129, 0.103, -4.339)
H (-2.704, 1.813, -4.420)
H (-3.925, 0.385, -1.991)
H (-3.496, 2.103, -2.032)
H (-0.961, 2.679, -3.074)
H (0.323, 2.099, -1.978)
H (-2.211, 3.654, -1.221)
H (-0.543, 4.067, -0.859)
H (-1.313, 2.704, -0.034)



What did the fourth record say?
The following is a DFT calculation (ωB97M-V/def2-TZVPD) of a structure of composition C17H22ClN2O6PdS2 at a distorted geometry.

Total charge = +1
LUMO energy (spin up / spin down) = -2.79 / -5.91 eV
HOMO level (spin up / spin down) = -12.15 / -12.15 eV
Multiplicity = 3
Energy relative to the best compared isomer or geometry (same formula, charge and spin) = 2.000 eV
Frontier orbital gap (spin up / spin down) = 9.361 / 6.232 eV

Cartesian coordinates (Å):
Pd (0.449, -0.036, -0.440)
O (-2.169, -4.789, 1.879)
C (-1.815, -3.979, 2.838)
O (-2.140, -4.133, 3.987)
C (-0.972, -2.791, 2.477)
C (-0.556, -1.811, 3.389)
Cl (-0.931, -1.717, 5.029)
N (0.169, -0.889, 2.702)
N (0.240, -1.258, 1.419)
C (-0.455, -2.370, 1.236)
C (-0.631, -2.874, -0.185)
O (-1.161, -3.957, -0.390)
O (-0.216, -2.093, -1.095)
C (0.822, 0.303, 3.095)
C (1.041, 1.287, 2.125)
C (1.712, 2.451, 2.451)
C (2.147, 2.659, 3.752)
C (1.924, 1.690, 4.715)
C (1.276, 0.509, 4.393)
H (-1.825, -4.575, 0.959)
H (0.669, 1.156, 1.077)
H (1.900, 3.194, 1.692)
H (2.653, 3.575, 4.011)
H (2.269, 1.836, 5.727)
H (1.132, -0.241, 5.150)
C (4.193, -1.502, -2.396)
S (2.510, -1.456, -1.668)
C (1.606, -0.882, -3.161)
O (2.553, -0.192, -0.835)
H (4.565, -0.489, -2.480)
H (4.178, -1.995, -3.360)
H (4.824, -2.069, -1.717)
H (2.022, -1.311, -4.064)
H (1.677, 0.205, -3.195)
H (0.573, -1.215, -3.057)
C (-3.373, 1.091, -3.957)
C (-3.271, 1.125, -2.447)
S (-1.577, 0.632, -1.935)
O (-1.668, 0.436, -0.451)
C (-0.759, 2.298, -2.076)
C (-1.236, 3.239, -0.985)
H (-4.389, 1.333, -4.258)
H (-3.129, 0.103, -4.339)
H (-2.704, 1.813, -4.420)
H (-3.925, 0.385, -1.991)
H (-3.496, 2.103, -2.032)
H (-0.961, 2.679, -3.074)
H (0.323, 2.099, -1.978)
H (-2.211, 3.654, -1.221)
H (-0.543, 4.067, -0.859)
H (-1.313, 2.704, -0.034)